[1]
{
  "formula": "C5H20AgO9P",
  "method": "ωB97M-V/def2-TZVPD",
  "spin_multiplicity": 2,
  "e_above_lowest_kcal_mol": 7.82,
  "e_tot_ev": -37224.1739,
  "charge": -1,
  "homo_lumo_gap_ev": [6.290, 5.921],
  "s_squared": 0.7601,
  "species": ["Ag", "P", "O", "O", "O", "O", "C", "O", "H", "H", "H", "H", "C", "O", "H", "H", "H", "H", "C", "O", "H", "H", "H", "H", "C", "O", "H", "H", "H", "H", "C", "O", "H", "H", "H", "H"],
  "xyz": [[-0.15521, -0.46018, -0.32099], [-1.18054, -2.81758, -1.28727], [-1.66766, -1.40110, -1.69996], [0.31068, -2.42666, -1.04612], [-0.89319, -3.91158, -2.32161], [-1.74480, -3.32787, 0.06425], [2.87596, -1.34654, 0.89883], [1.44061, -1.20443, 1.21704], [3.42257, -1.63932, 1.79527], [2.95684, -2.14885, 0.16545], [3.25903, -0.41207, 0.48881], [1.16914, -2.09778, 1.44025], [-2.50080, -0.99170, 2.32618], [-1.58417, -1.20191, 1.30957], [-3.15785, -1.83848, 2.52454], [-2.03876, -0.72594, 3.27697], [-3.15095, -0.16617, 2.03654], [-1.77688, -2.07506, 0.96017], [1.81623, 1.16278, -2.66690], [1.50400, 0.01097, -1.86558], [1.11069, 1.96925, -2.46710], [2.78755, 1.53328, -2.33926], [1.96213, 0.85464, -3.70221], [2.00384, -0.71530, -2.24543], [0.39778, 1.83806, 1.85190], [1.00060, 1.45147, 0.63036], [0.08911, 2.88332, 1.83629], [-0.45825, 1.21903, 2.12044], [1.07296, 1.66000, 2.68888], [1.75027, 2.04110, 0.52113], [-1.68912, 2.71453, -0.87778], [-1.36237, 1.38624, -1.12731], [-0.83251, 3.24882, -0.46687], [-2.09310, 3.14001, -1.79640], [-2.57367, 2.74748, -0.24170], [-2.07022, 1.04739, -1.68024]],
  "mulliken_charge": [0.653, 0.584, -0.574, -0.476, -0.758, -0.863, -0.653, -0.321, 0.283, 0.242, 0.172, 0.263, -1.019, -0.047, 0.313, 0.292, 0.311, 0.361, -0.783, -0.124, 0.150, 0.296, 0.311, 0.233, -0.609, -0.191, 0.319, 0.053, 0.291, 0.185, -0.770, -0.089, 0.207, 0.285, 0.281, 0.194]
}

[2]
{
  "formula": "C5H20BClMgO5S",
  "method": "ωB97M-V/def2-TZVPD",
  "e_above_lowest_kcal_mol": 53.06,
  "e_tot_ev": -45224.9586,
  "charge": 0,
  "homo_lumo_gap_ev": 8.504,
  "species": ["Mg", "Cl", "B", "H", "H", "H", "H", "O", "S", "O", "O", "C", "C", "C", "H", "H", "H", "H", "H", "H", "H", "H", "C", "O", "H", "H", "H", "H", "C", "O", "H", "H", "H", "H"],
  "xyz": [[22.68879, -27.84617, 2.37099], [22.31302, -25.70883, 1.66727], [23.33231, -28.40555, 4.30344], [23.22678, -29.18563, 3.36670], [24.49989, -28.34334, 4.58208], [22.88690, -27.31103, 4.06022], [22.71300, -28.85094, 5.23005], [27.06462, -22.16637, 0.77032], [25.70251, -22.04014, 0.40442], [24.82387, -21.15509, 1.10544], [25.71981, -21.63277, -1.11665], [24.44587, -21.29237, -1.72465], [24.34518, -19.79690, -1.91382], [24.96545, -23.63724, 0.39087], [23.62756, -21.63964, -1.09396], [24.42971, -21.81657, -2.67836], [23.54500, -19.56154, -2.61629], [25.27795, -19.39180, -2.30230], [24.11942, -19.31692, -0.96212], [23.88701, -23.52573, 0.35250], [25.24499, -24.06646, 1.35347], [25.40500, -24.24927, -0.39043], [19.20915, -23.28087, 1.71395], [19.76437, -23.81951, 0.52041], [19.45807, -22.22064, 1.79366], [18.12356, -23.38613, 1.68596], [19.59696, -23.78590, 2.60057], [20.38936, -24.50954, 0.75971], [21.53948, -24.03393, -2.32944], [21.95646, -25.24612, -1.70914], [20.54616, -23.73793, -1.98276], [22.23670, -23.21733, -2.11756], [21.50069, -24.21300, -3.40178], [22.30618, -25.03896, -0.83916]],
  "mulliken_charge": [0.420, -0.498, 0.490, -0.135, -0.121, -0.047, -0.107, -0.644, 1.196, -0.615, -0.343, -0.077, -1.264, -0.785, 0.151, 0.417, 0.376, 0.310, 0.293, 0.146, 0.394, 0.406, -0.525, -0.390, 0.236, 0.231, 0.207, 0.242, -0.061, -0.481, 0.231, -0.192, 0.296, 0.245]
}

[3]
{
  "formula": "C5H20ClO9",
  "method": "ωB97M-V/def2-TZVPD",
  "e_above_lowest_kcal_mol": 5.45,
  "e_tot_ev": -36452.4123,
  "charge": -1,
  "homo_lumo_gap_ev": 9.902,
  "species": ["Cl", "O", "O", "O", "O", "C", "O", "H", "H", "H", "H", "C", "O", "H", "H", "H", "H", "C", "O", "H", "H", "H", "H", "C", "O", "H", "H", "H", "H", "C", "O", "H", "H", "H", "H"],
  "xyz": [[0.50794, 0.40417, 0.17164], [1.89078, -0.02225, 0.04898], [0.08538, 0.24673, 1.54295], [0.38731, 1.78610, -0.22647], [-0.30638, -0.40670, -0.70257], [1.73544, -2.78260, 4.10447], [1.02478, -1.56392, 4.07832], [1.70051, -3.25653, 5.08376], [1.31880, -3.44962, 3.34395], [2.80450, -2.64240, 3.89727], [1.16863, -1.15799, 3.21498], [2.03385, 1.76474, -3.39860], [1.72518, 0.40526, -3.12234], [2.73653, 2.13483, -2.65509], [2.49533, 1.80925, -4.38901], [1.12103, 2.35975, -3.48073], [1.72129, 0.31170, -2.16134], [-3.31494, 0.35960, -1.53950], [-4.53785, 1.02815, -1.88056], [-3.46502, -0.11693, -0.57512], [-3.04518, -0.36864, -2.30588], [-2.46838, 1.03974, -1.42184], [-4.48735, 1.22264, -2.81865], [-0.67857, 2.41033, 4.13246], [0.25505, 3.40467, 4.46418], [-0.43354, 1.37232, 4.39393], [-1.65479, 2.59271, 4.58389], [-0.86199, 2.35284, 3.05165], [1.05726, 3.23977, 3.96131], [-0.35876, -2.63398, -3.11590], [0.78443, -2.21820, -3.84552], [-1.01171, -1.78115, -2.93724], [-0.89560, -3.36668, -3.72728], [-0.06133, -3.15334, -2.20181], [1.02737, -1.32437, -3.56828]],
  "mulliken_charge": [1.566, -0.737, -0.652, -0.650, -0.516, -0.560, -0.455, 0.226, 0.233, 0.245, 0.303, -0.625, -0.519, 0.256, 0.258, 0.252, 0.286, -0.284, -0.556, 0.218, 0.113, 0.190, 0.291, -0.395, -0.528, 0.166, 0.293, 0.163, 0.307, -0.234, -0.555, -0.063, 0.268, 0.221, 0.475]
}

[4]
{
  "formula": "C5H20InN10O5",
  "method": "ωB97M-V/def2-TZVPD",
  "e_above_lowest_kcal_mol": 222.09,
  "e_tot_ev": -35791.4202,
  "charge": 3,
  "homo_lumo_gap_ev": 1.128,
  "species": ["In", "C", "O", "N", "N", "H", "H", "H", "H", "C", "O", "N", "N", "H", "H", "H", "H", "C", "O", "N", "N", "H", "H", "H", "H", "C", "O", "N", "N", "H", "H", "H", "H", "C", "O", "N", "N", "H", "H", "H", "H"],
  "xyz": [[-13.73263, 16.49619, -7.60077], [-13.79922, 23.93067, -7.21089], [-13.47062, 22.75212, -7.11393], [-14.15485, 24.56878, -6.13877], [-13.70319, 24.54206, -8.29973], [-14.03488, 24.07362, -5.26669], [-14.37371, 25.54759, -6.01993], [-13.54041, 23.89968, -9.06192], [-13.72605, 25.54961, -8.36626], [-17.47587, 13.54124, -13.36394], [-16.98828, 13.90196, -12.31748], [-18.62818, 13.75455, -13.89041], [-16.70934, 12.68924, -14.05492], [-19.37656, 14.18624, -13.36727], [-18.78706, 13.41944, -14.82986], [-17.06528, 12.40440, -14.95618], [-15.74178, 12.62943, -13.77147], [-7.15848, 19.21224, -4.44275], [-8.13837, 18.86346, -5.09383], [-6.82782, 19.10638, -3.15133], [-5.99648, 19.59936, -5.08080], [-5.95719, 19.50925, -2.83538], [-7.58333, 19.13267, -2.48155], [-6.03339, 19.63882, -6.08936], [-5.09929, 19.65672, -4.62050], [-12.02389, 9.24807, -7.86111], [-12.54696, 10.28162, -7.90083], [-11.26050, 8.71728, -8.79231], [-12.10794, 8.35202, -6.82611], [-10.59440, 8.04032, -8.44861], [-10.95346, 9.48734, -9.36923], [-12.32273, 8.83281, -5.96425], [-11.61307, 7.47186, -6.84891], [-20.05560, 20.39738, -6.60868], [-19.05147, 19.89380, -7.01322], [-20.33873, 21.67282, -6.37647], [-21.05387, 19.66064, -6.25075], [-21.22405, 21.97845, -5.99846], [-19.60666, 22.31549, -6.64323], [-20.86307, 18.71265, -5.95915], [-21.89720, 20.13009, -5.95325]],
  "mulliken_charge": [1.000, 0.729, -0.540, -0.370, -0.323, 0.239, 0.205, 0.246, 0.227, 0.728, -0.523, -0.331, -0.338, 0.237, 0.190, 0.202, 0.250, 0.645, -0.524, -0.354, -0.314, 0.233, 0.264, 0.249, 0.217, 0.620, -0.479, -0.387, -0.365, 0.247, 0.267, 0.250, 0.235, 0.715, -0.541, -0.359, -0.320, 0.197, 0.230, 0.244, 0.202]
}

[5]
{
  "formula": "C5H20N2O4",
  "method": "ωB97M-V/def2-TZVPD",
  "spin_multiplicity": 2,
  "e_above_lowest_kcal_mol": 22.79,
  "e_tot_ev": -16669.4242,
  "charge": 1,
  "homo_lumo_gap_ev": [11.181, 6.700],
  "s_squared": 0.7818,
  "species": ["C", "C", "C", "C", "N", "C", "N", "H", "H", "H", "H", "H", "H", "H", "H", "H", "H", "H", "H", "H", "H", "O", "H", "H", "O", "H", "H", "O", "H", "H", "O"],
  "xyz": [[-2.82227, -1.09098, 0.16705], [-1.83729, -1.30642, -0.91313], [-1.54317, 0.01746, -1.66281], [-0.71045, 0.99284, -0.82780], [0.66823, 0.37958, -0.44599], [1.66470, 1.08607, 0.13854], [2.68781, 0.58247, 0.67020], [-2.54386, -0.27624, 0.88980], [-3.75698, -0.79134, -0.41081], [-3.22400, -1.81659, 0.87306], [-2.25834, -2.08926, -1.71327], [-0.84000, -1.77420, -0.44972], [-2.58495, 0.36910, -1.97036], [-0.85779, -0.16652, -2.51368], [-0.27932, 1.81160, -1.45103], [-1.12308, 1.28609, 0.19557], [0.47455, -0.60480, -0.24132], [1.37077, 2.18488, 0.23484], [2.89706, -0.44147, 0.80354], [1.54477, -2.99673, -0.41967], [0.48245, -2.88544, 0.67178], [1.22909, -2.38472, 0.17266], [0.95770, 1.14950, -2.60375], [1.55064, 0.62750, -3.89671], [0.77056, 1.04525, -3.54582], [-0.22094, 0.94474, 2.47973], [-1.32572, 2.07323, 2.96476], [-1.09827, 1.44500, 2.19597], [1.04182, -0.56560, 4.10975], [1.71880, -0.38457, 2.73092], [0.97050, -0.17829, 3.26919]],
  "mulliken_charge": [-0.994, 0.229, -0.425, -0.952, 0.329, 0.055, -0.533, 0.178, 0.291, 0.396, 0.339, -0.358, 0.386, 0.233, 0.732, 0.274, 0.113, 0.408, 0.315, 0.234, 0.337, -0.620, 0.305, 0.322, -0.601, 0.392, 0.316, -0.660, 0.290, 0.251, -0.583]
}

[6]
{
  "formula": "C5H20N2O5",
  "method": "ωB97M-V/def2-TZVPD",
  "smiles": "CNCC[C@H](N)C=O.O.O.O.O",
  "e_above_lowest_kcal_mol": 73.40,
  "e_tot_ev": -18725.3903,
  "charge": 0,
  "homo_lumo_gap_ev": 9.102,
  "species": ["C", "N", "C", "C", "C", "N", "C", "O", "H", "H", "H", "H", "H", "H", "H", "H", "H", "H", "H", "H", "O", "H", "H", "O", "H", "H", "O", "H", "H", "O", "H", "H"],
  "xyz": [[1.36295, 0.83877, 2.09867], [0.50205, 1.91946, 1.69454], [0.04317, 1.94168, 0.30119], [1.01892, 1.55369, -0.84828], [0.85013, 0.06213, -1.28514], [2.06203, -0.72597, -1.49511], [0.15492, 0.09837, -2.68001], [-1.04124, 0.19437, -2.72076], [1.73711, 0.97565, 3.12160], [2.21689, 0.76026, 1.42460], [0.95800, -0.16985, 1.95956], [0.95099, 2.79348, 1.92278], [-0.79797, 1.19750, 0.18418], [-0.32212, 2.95351, 0.13122], [2.05807, 1.66447, -0.47318], [1.00104, 2.22576, -1.72513], [0.14805, -0.43776, -0.56633], [1.96550, -1.54568, -2.07948], [2.47400, -1.09168, -0.64444], [1.02786, 0.18838, -3.32479], [-1.62667, -2.14706, 1.42865], [-2.21865, -2.37000, 2.15044], [-1.57063, -1.18131, 1.47655], [-2.46915, 0.46609, 0.87752], [-2.30346, 1.40885, 0.79916], [-3.17940, 0.40291, 0.22667], [-3.03086, -1.19784, -1.71887], [-3.14403, -1.95036, -1.11530], [-2.44285, -1.34678, -2.46353], [1.55901, -2.24926, 1.13295], [1.03165, -2.56607, 0.37952], [1.02469, -2.66570, 1.83057]],
  "mulliken_charge": [-0.708, -0.267, -0.533, -1.095, 1.542, -0.825, -0.422, -0.537, 0.380, 0.262, 0.108, 0.285, -0.054, 0.394, 0.526, 0.411, -0.378, 0.241, 0.289, 0.395, -0.633, 0.294, 0.284, -0.611, 0.369, 0.289, -0.580, 0.312, 0.304, -0.625, 0.286, 0.296]
}

[7]
{
  "formula": "C5H20NO5",
  "method": "ωB97M-V/def2-TZVPD",
  "e_above_lowest_kcal_mol": 59.86,
  "e_tot_ev": -17236.1103,
  "charge": -1,
  "homo_lumo_gap_ev": 8.168,
  "species": ["C", "C", "C", "C", "N", "C", "O", "H", "H", "H", "H", "H", "H", "H", "H", "H", "H", "H", "H", "H", "H", "O", "H", "H", "O", "H", "H", "O", "H", "H", "O"],
  "xyz": [[0.57368, -0.91662, 2.58852], [-0.10898, -0.47342, 1.23762], [0.82824, 0.42191, 0.30494], [0.98636, 1.75408, 1.11103], [-0.51987, -1.73592, 0.60037], [-1.71733, -1.90201, -0.13259], [-1.92108, -0.95269, -1.11302], [1.31581, -1.73652, 2.45992], [1.13471, -0.27040, 3.35765], [-0.07293, -1.55193, 3.28431], [-0.95953, 0.10516, 1.64959], [1.80959, -0.05712, 0.15309], [0.24833, 0.73675, -0.67659], [0.06841, 2.29979, 1.27369], [1.61069, 2.50615, 0.82973], [1.43239, 1.39652, 2.11361], [0.30392, -2.07808, 0.08501], [-1.99581, -2.90840, -0.64971], [-2.68257, -1.63808, 0.49117], [-0.80025, -0.99848, -1.93294], [0.08015, -1.25469, -3.30344], [0.15250, -0.81862, -2.53124], [-2.37931, 1.86264, -0.34005], [-1.74854, 0.51404, -0.55512], [-1.58543, 1.37981, -0.12114], [2.54682, -1.26601, -2.33125], [1.71134, -0.55436, -1.47882], [2.64617, -0.92000, -1.51350], [0.19519, 3.05428, -2.18075], [-0.64032, 2.62572, -1.02621], [-0.51236, 3.37649, -1.65388]],
  "mulliken_charge": [-1.408, 0.170, -0.214, -1.693, -0.244, -0.576, -0.839, 0.334, 0.282, 0.345, 0.241, 0.775, 0.108, 0.226, 0.537, 0.306, 0.317, 0.213, 0.257, 0.347, 0.177, -0.752, 0.244, 0.458, -0.672, 0.250, 0.486, -0.686, 0.307, 0.440, -0.738]
}

[8]
{
  "formula": "C5H21B3Be2Cl11",
  "method": "ωB97M-V/def2-TZVPD",
  "e_above_lowest_kcal_mol": 35.32,
  "e_tot_ev": -146085.0289,
  "charge": 1,
  "homo_lumo_gap_ev": 4.422,
  "species": ["Be", "Be", "B", "H", "H", "H", "H", "B", "H", "H", "H", "H", "B", "H", "H", "H", "H", "C", "Cl", "Cl", "Cl", "H", "C", "Cl", "Cl", "H", "H", "C", "Cl", "Cl", "H", "H", "C", "Cl", "Cl", "H", "H", "C", "Cl", "Cl", "H", "H"],
  "xyz": [[0.47860, 2.05207, -3.04548], [0.02991, 2.72142, 0.83418], [-0.07124, 0.82558, -1.04846], [0.08176, 0.47375, -2.12835], [-0.73280, 1.74592, -1.11136], [-0.60429, 0.12263, -0.35134], [0.91390, 1.09854, -0.57297], [1.05529, 3.72820, -1.24256], [1.50999, 2.74092, -0.93603], [1.46855, 4.08335, -2.23745], [-0.06312, 3.57269, -1.35204], [1.26114, 4.39370, -0.35182], [-1.53936, 2.20470, 2.62967], [-2.06775, 2.11658, 3.61655], [-0.43623, 1.91524, 2.74914], [-1.86431, 1.51938, 1.79394], [-1.52447, 3.30906, 2.34032], [-2.02509, -1.19506, 3.68679], [-0.39831, -1.42328, 4.38454], [-3.10643, -2.34004, 4.44379], [-1.97715, -1.36270, 1.95229], [-2.37982, -0.19525, 3.91966], [0.42678, -2.98533, -0.35629], [2.16323, -2.79095, -0.71781], [0.15620, -3.86737, 1.11740], [-0.00065, -1.98683, -0.30721], [-0.08321, -3.57288, -1.11640], [-3.47985, -0.13876, -1.23279], [-4.64130, 1.12458, -1.73906], [-4.18564, -1.77364, -1.45559], [-2.60734, -0.06302, -1.87372], [-3.24114, -0.05014, -0.17646], [3.11447, -1.15721, 2.04982], [4.47523, -0.36954, 2.91468], [1.80449, 0.08989, 1.81116], [3.39187, -1.51555, 1.06172], [2.77368, -2.03617, 2.59207], [2.51587, -2.22135, -4.12714], [1.81997, -0.76153, -3.39558], [1.24047, -3.38821, -4.45943], [3.04837, -1.97574, -5.04447], [3.29973, -2.66766, -3.51787]],
  "mulliken_charge": [0.562, 0.751, 2.088, -0.213, -0.245, -0.624, -0.397, -0.192, -0.035, -0.122, -0.022, -0.050, 0.333, -0.089, -0.016, -0.346, -0.108, 0.138, -0.118, -0.112, -0.040, 0.045, 0.680, -0.170, -0.117, -0.789, 0.337, 0.579, -0.173, -0.162, -0.220, -0.124, -0.346, -0.149, -0.049, 0.156, 0.333, -0.437, -0.077, -0.104, 0.367, 0.279]
}